1.
{"formula": "C47H128HgN11O12", "method": "wB97M-V/def2-TZVPD", "charge": 1, "orbital_gap_ev": 1.23, "total_energy_ev": -95924.4996, "multiplicity": 1, "lumo_ev": -8.9, "e_above_lowest_kcal_mol": 253.1, "e_homo_ev": -10.137, "elements": ["Hg", "C", "C", "C", "O", "H", "H", "H", "H", "H", "H", "H", "C", "C", "C", "O", "C", "N", "H", "H", "H", "H", "H", "H", "H", "H", "H", "H", "H", "C", "C", "C", "O", "C", "N", "H", "H", "H", "H", "H", "H", "H", "H", "H", "H", "H", "C", "C", "C", "O", "C", "N", "H", "H", "H", "H", "H", "H", "H", "H", "H", "H", "H", "C", "C", "C", "O", "C", "N", "H", "H", "H", "H", "H", "H", "H", "H", "H", "H", "H", "C", "C", "C", "O", "C", "N", "H", "H", "H", "H", "H", "H", "H", "H", "H", "H", "H", "C", "C", "C", "O", "C", "N", "H", "H", "H", "H", "H", "H", "H", "H", "H", "H", "H", "C", "C", "C", "O", "C", "N", "H", "H", "H", "H", "H", "H", "H", "H", "H", "H", "H", "C", "C", "C", "O", "C", "N", "H", "H", "H", "H", "H", "H", "H", "H", "H", "H", "H", "C", "C", "C", "O", "C", "N", "H", "H", "H", "H", "H", "H", "H", "H", "H", "H", "H", "C", "C", "C", "O", "C", "N", "H", "H", "H", "H", "H", "H", "H", "H", "H", "H", "H", "C", "C", "C", "O", "C", "N", "H", "H", "H", "H", "H", "H", "H", "H", "H", "H", "H"], "xyz": [[-5.232, 2.626, 3.738], [1.206, -0.465, 0.865], [0.152, 0.380, 0.102], [-0.422, -0.322, -1.119], [-0.802, 1.051, 0.963], [1.787, 0.055, 1.626], [1.958, -0.797, 0.149], [0.669, -1.321, 1.274], [0.783, 1.149, -0.345], [-1.260, -0.961, -0.842], [0.317, -0.966, -1.597], [-0.881, 0.352, -1.843], [11.531, 5.245, 7.410], [11.879, 4.174, 6.338], [10.581, 3.578, 5.749], [10.685, 2.782, 4.591], [9.426, 2.305, 4.068], [12.465, 4.868, 5.209], [11.027, 6.168, 7.123], [12.370, 5.455, 8.073], [10.684, 4.881, 7.992], [12.523, 3.394, 6.744], [9.899, 4.391, 5.501], [10.013, 3.020, 6.494], [8.744, 1.979, 4.853], [9.673, 1.361, 3.581], [8.918, 2.980, 3.379], [12.473, 4.097, 4.557], [11.717, 5.492, 4.943], [-4.384, 9.300, 2.918], [-4.792, 7.844, 2.688], [-4.680, 7.411, 1.279], [-5.189, 6.091, 1.144], [-5.171, 5.598, -0.213], [-4.106, 6.918, 3.597], [-4.802, 9.935, 2.137], [-3.328, 9.490, 2.724], [-4.813, 9.670, 3.850], [-5.863, 7.789, 2.886], [-3.620, 7.393, 1.026], [-5.268, 7.994, 0.570], [-4.898, 4.543, -0.186], [-4.541, 6.205, -0.864], [-6.210, 5.665, -0.536], [-3.115, 6.954, 3.407], [-4.317, 7.200, 4.543], [1.559, 7.610, -3.254], [1.945, 8.951, -2.667], [3.460, 9.060, -2.721], [4.040, 8.360, -1.628], [5.404, 8.073, -1.818], [1.219, 10.041, -3.338], [1.665, 6.818, -2.513], [1.947, 7.391, -4.249], [0.534, 7.412, -3.569], [1.672, 8.800, -1.623], [3.777, 10.103, -2.737], [3.860, 8.682, -3.662], [5.708, 7.624, -2.764], [5.724, 7.452, -0.981], [5.883, 9.049, -1.885], [0.312, 9.629, -3.502], [1.635, 10.175, -4.249], [-3.286, 3.427, -8.537], [-4.335, 4.482, -8.691], [-3.751, 5.685, -9.510], [-4.659, 6.651, -9.814], [-4.976, 7.585, -8.701], [-5.487, 3.922, -9.373], [-2.893, 3.003, -9.461], [-3.738, 2.536, -8.101], [-2.449, 3.798, -7.947], [-4.640, 4.817, -7.700], [-3.342, 5.274, -10.433], [-2.871, 6.129, -9.043], [-4.028, 8.097, -8.538], [-5.382, 7.090, -7.818], [-5.691, 8.310, -9.089], [-5.995, 4.714, -9.740], [-5.057, 3.540, -10.204], [-7.072, -9.021, -7.654], [-6.275, -8.251, -6.595], [-5.280, -7.256, -7.070], [-4.538, -6.635, -6.113], [-3.308, -5.919, -6.603], [-7.251, -7.564, -5.689], [-6.422, -9.438, -8.423], [-7.509, -8.317, -8.362], [-7.805, -9.761, -7.334], [-5.701, -8.855, -5.892], [-5.664, -6.481, -7.733], [-4.611, -7.832, -7.711], [-2.822, -6.570, -7.331], [-2.544, -5.788, -5.837], [-3.524, -4.932, -7.011], [-6.794, -6.735, -5.338], [-8.055, -7.105, -6.094], [-2.346, -1.011, 8.752], [-3.795, -0.683, 9.147], [-4.081, -0.824, 10.624], [-5.451, -0.419, 10.829], [-6.019, -0.679, 12.118], [-3.948, 0.717, 8.625], [-1.643, -0.384, 9.300], [-2.240, -0.871, 7.677], [-2.066, -2.062, 8.826], [-4.481, -1.396, 8.690], [-3.414, -0.209, 11.229], [-4.004, -1.861, 10.952], [-7.085, -0.485, 11.993], [-5.732, 0.058, 12.868], [-6.036, -1.699, 12.502], [-4.667, 1.088, 9.229], [-3.158, 1.261, 8.942], [-7.345, -3.408, 1.178], [-7.433, -1.857, 1.212], [-8.780, -1.170, 1.024], [-8.604, 0.250, 1.095], [-9.877, 1.023, 0.993], [-6.839, -1.437, 2.412], [-6.371, -3.896, 1.199], [-7.834, -3.839, 0.304], [-7.935, -3.810, 2.002], [-6.819, -1.389, 0.443], [-9.364, -1.365, 1.924], [-9.283, -1.591, 0.153], [-9.561, 2.062, 0.895], [-10.479, 0.864, 1.888], [-10.474, 0.841, 0.100], [-7.448, -1.831, 3.115], [-6.046, -2.062, 2.416], [4.421, 6.571, 6.232], [3.640, 5.273, 6.150], [3.313, 4.747, 7.540], [4.153, 3.583, 7.785], [4.305, 3.222, 9.163], [2.426, 5.510, 5.305], [5.456, 6.564, 6.572], [3.917, 7.419, 6.694], [4.587, 6.991, 5.240], [4.078, 4.408, 5.650], [2.306, 4.332, 7.571], [3.395, 5.494, 8.329], [4.969, 2.364, 9.259], [3.333, 2.991, 9.600], [4.507, 4.089, 9.792], [1.959, 4.651, 5.053], [2.832, 5.666, 4.393], [0.669, -10.436, 4.391], [0.161, -8.987, 4.322], [-0.592, -8.625, 3.019], [0.101, -8.794, 1.797], [-0.490, -8.022, 0.736], [-0.609, -8.827, 5.556], [1.217, -10.622, 5.315], [1.313, -10.540, 3.518], [-0.218, -11.054, 4.250], [1.091, -8.432, 4.449], [-0.850, -7.578, 3.174], [-1.494, -9.238, 3.037], [-0.084, -8.414, -0.197], [-0.314, -6.953, 0.854], [-1.543, -8.282, 0.630], [0.069, -8.744, 6.300], [-1.255, -9.592, 5.688], [6.458, -7.890, 1.040], [6.280, -8.056, -0.444], [6.080, -9.552, -1.106], [7.166, -10.419, -0.746], [6.998, -11.703, -1.336], [5.300, -7.149, -1.135], [6.960, -8.767, 1.449], [5.529, -7.817, 1.606], [7.071, -7.016, 1.260], [7.223, -7.630, -0.787], [6.010, -9.373, -2.179], [5.145, -10.043, -0.835], [6.059, -12.161, -1.026], [7.724, -12.443, -0.997], [7.149, -11.579, -2.408], [4.437, -7.641, -1.318], [5.109, -6.393, -0.493], [2.869, -3.977, -12.032], [2.699, -2.590, -11.322], [3.295, -2.684, -9.980], [3.424, -1.480, -9.287], [3.940, -1.636, -7.955], [3.305, -1.564, -12.090], [2.538, -4.797, -11.396], [3.890, -4.343, -12.139], [2.302, -4.009, -12.963], [1.625, -2.442, -11.213], [4.238, -3.206, -9.818], [2.593, -3.310, -9.428], [4.992, -1.893, -7.835], [3.463, -2.451, -7.412], [3.702, -0.757, -7.355], [4.203, -1.898, -12.407], [3.736, -0.774, -11.632]], "lowdin_charge": [0.399, -0.006, -0.418, -0.036, 0.129, 0.095, 0.093, 0.102, 0.198, 0.096, 0.094, 0.094, -0.063, -0.409, -0.244, -0.197, -0.086, 0.030, 0.075, 0.077, 0.065, 0.140, 0.120, 0.116, 0.080, 0.085, 0.084, 0.060, 0.067, -0.054, -0.450, -0.233, -0.232, -0.080, 0.080, 0.076, 0.082, 0.083, 0.142, 0.131, 0.135, 0.080, 0.084, 0.086, 0.081, 0.079, -0.097, -0.426, -0.217, -0.183, -0.115, 0.047, 0.078, 0.080, 0.064, 0.135, 0.126, 0.118, 0.083, 0.092, 0.086, 0.060, 0.069, -0.089, -0.460, -0.264, -0.197, -0.032, 0.047, 0.080, 0.079, 0.080, 0.126, 0.128, 0.117, 0.083, 0.080, 0.086, 0.064, 0.069, -0.054, -0.404, -0.313, -0.182, -0.030, 0.024, 0.070, 0.075, 0.083, 0.136, 0.134, 0.119, 0.079, 0.076, 0.081, 0.047, 0.059, -0.079, -0.416, -0.198, -0.205, -0.104, 0.038, 0.077, 0.072, 0.073, 0.136, 0.127, 0.126, 0.082, 0.084, 0.086, 0.051, 0.058, -0.048, -0.472, -0.207, -0.211, -0.056, 0.045, 0.077, 0.073, 0.080, 0.137, 0.121, 0.129, 0.079, 0.082, 0.080, 0.082, 0.073, -0.069, -0.409, -0.180, -0.210, -0.106, 0.014, 0.082, 0.084, 0.066, 0.133, 0.118, 0.120, 0.090, 0.074, 0.080, 0.057, 0.055, -0.077, -0.438, -0.209, -0.187, -0.097, 0.020, 0.078, 0.072, 0.078, 0.132, 0.115, 0.125, 0.085, 0.084, 0.084, 0.069, 0.067, -0.082, -0.380, -0.160, -0.199, -0.113, 0.014, 0.077, 0.071, 0.076, 0.117, 0.110, 0.111, 0.084, 0.084, 0.088, 0.051, 0.052, -0.050, -0.448, -0.273, -0.173, -0.102, 0.042, 0.070, 0.076, 0.079, 0.139, 0.131, 0.120, 0.084, 0.076, 0.084, 0.072, 0.071]}

2.
{"formula": "C12H27F6NO5RuS2Si3", "method": "wB97M-V/def2-TZVPD", "charge": 2, "orbital_gap_ev": [8.25, 6.59], "total_energy_ev": -88782.2543, "multiplicity": 5, "lumo_ev": [-8.7, -10.4], "e_homo_ev": [-16.992, -16.984], "elements": ["Ru", "C", "O", "Si", "C", "C", "C", "Si", "C", "C", "C", "Si", "C", "C", "C", "H", "H", "H", "H", "H", "H", "H", "H", "H", "H", "H", "H", "H", "H", "H", "H", "H", "H", "H", "H", "H", "H", "H", "H", "H", "H", "H", "F", "C", "F", "F", "S", "O", "O", "N", "S", "O", "O", "C", "F", "F", "F"], "xyz": [[-0.209, 0.077, 0.177], [2.899, -0.641, 0.081], [1.872, 0.330, 0.089], [2.019, 2.037, 0.211], [3.087, 2.752, -1.191], [2.845, 2.372, 1.897], [0.066, 2.084, 0.055], [-0.681, 2.263, -1.783], [0.075, 0.726, -2.660], [-0.026, 3.965, -2.359], [-2.571, 2.287, -1.938], [-0.969, 2.774, 1.589], [-0.316, 1.612, 2.973], [-2.856, 2.764, 1.414], [-0.358, 4.579, 1.741], [3.616, -0.402, -0.706], [2.462, -1.626, -0.100], [3.406, -0.646, 1.047], [4.131, 2.490, -1.023], [3.040, 3.837, -1.176], [2.821, 2.420, -2.191], [3.926, 2.335, 1.769], [2.579, 1.646, 2.662], [2.615, 3.359, 2.282], [1.156, 0.779, -2.765], [-0.343, 0.632, -3.660], [-0.181, -0.220, -2.149], [1.046, 3.992, -2.510], [-0.294, 4.749, -1.660], [-0.497, 4.203, -3.307], [-3.037, 1.453, -1.420], [-2.846, 2.211, -2.988], [-2.998, 3.213, -1.566], [0.251, 0.756, 2.572], [-1.144, 1.216, 3.555], [0.325, 2.143, 3.671], [-3.225, 1.850, 0.960], [-3.206, 3.608, 0.830], [-3.317, 2.844, 2.395], [0.717, 4.663, 1.854], [-0.818, 5.020, 2.620], [-0.663, 5.177, 0.890], [-3.220, -0.234, 2.856], [-2.707, -1.314, 2.284], [-1.352, -1.176, 2.353], [-3.057, -2.394, 2.926], [-3.065, -1.311, 0.426], [-2.253, -0.100, 0.082], [-4.438, -1.131, 0.202], [-2.436, -2.599, -0.126], [-0.939, -2.986, -0.442], [-0.001, -2.069, 0.225], [-0.684, -3.181, -1.816], [-0.776, -4.529, 0.614], [0.386, -5.121, 0.448], [-1.759, -5.367, 0.398], [-0.851, -4.054, 1.854]], "lowdin_charge": [1.560, -0.046, -0.432, 0.532, -0.123, -0.115, -0.460, 0.551, -0.143, -0.116, -0.145, 0.546, -0.156, -0.147, -0.130, 0.114, 0.094, 0.114, 0.056, 0.053, 0.036, 0.057, 0.040, 0.040, 0.038, 0.068, 0.004, 0.019, 0.041, 0.058, 0.013, 0.059, 0.044, 0.000, 0.039, 0.055, 0.005, 0.045, 0.057, 0.023, 0.055, 0.038, 0.173, -0.630, 0.052, 0.224, 0.672, -0.462, -0.153, -0.259, 0.674, -0.432, -0.193, -0.672, 0.204, 0.213, 0.152]}

3.
{"formula": "C20H22N4O4", "method": "wB97M-V/def2-TZVPD", "orbital_gap_ev": 7.58, "total_energy_ev": -35243.6745, "multiplicity": 1, "lumo_ev": -0.7, "e_above_lowest_kcal_mol": 137.6, "e_homo_ev": -8.318, "elements": ["C", "C", "N", "N", "C", "O", "C", "C", "C", "C", "C", "C", "H", "H", "C", "N", "C", "C", "O", "C", "C", "H", "H", "H", "H", "H", "H", "H", "H", "H", "H", "H", "H", "H", "C", "C", "C", "C", "C", "C", "H", "H", "N", "O", "O", "H", "H", "H", "H", "H"], "xyz": [[-1.899, 3.139, -3.281], [-1.335, 2.092, -2.358], [-1.580, 1.989, -1.107], [-2.388, 2.800, -0.434], [-2.547, 2.727, 0.934], [-3.161, 3.608, 1.500], [-1.937, 1.564, 1.616], [-1.998, 0.274, 1.098], [-1.453, -0.780, 1.803], [-0.814, -0.573, 3.020], [-0.764, 0.718, 3.536], [-1.334, 1.774, 2.853], [-1.312, 2.773, 3.263], [-0.284, 0.895, 4.488], [-0.169, -1.715, 3.770], [1.112, -2.186, 3.273], [1.112, -3.052, 2.107], [1.526, -2.309, 0.817], [1.282, -0.925, 0.924], [2.078, -0.322, 1.922], [2.167, -1.202, 3.192], [2.141, -0.577, 4.085], [3.113, -1.755, 3.189], [3.090, -0.134, 1.527], [1.598, 0.637, 2.131], [2.591, -2.482, 0.602], [0.937, -2.652, -0.036], [0.122, -3.493, 1.995], [1.825, -3.867, 2.294], [-0.843, -2.576, 3.782], [0.000, -1.407, 4.809], [-1.526, -1.779, 1.399], [-2.490, 0.092, 0.156], [-2.838, 3.606, -0.875], [-0.423, 1.080, -2.896], [0.365, 0.323, -2.019], [1.243, -0.620, -2.502], [1.340, -0.830, -3.875], [0.555, -0.101, -4.761], [-0.317, 0.848, -4.272], [-0.930, 1.398, -4.968], [0.641, -0.291, -5.820], [2.255, -1.814, -4.379], [2.337, -1.948, -5.584], [2.894, -2.459, -3.572], [1.862, -1.193, -1.832], [0.280, 0.484, -0.957], [-2.773, 2.753, -3.806], [-2.199, 4.030, -2.732], [-1.154, 3.434, -4.015]], "lowdin_charge": [-0.018, -0.266, 0.081, 0.071, -0.414, 0.085, -0.143, -0.021, -0.023, -0.205, -0.038, -0.007, 0.120, 0.114, -0.137, -0.163, -0.147, -0.185, -0.174, -0.171, -0.145, 0.122, 0.121, 0.122, 0.114, 0.125, 0.120, 0.111, 0.119, 0.127, 0.122, 0.117, 0.113, 0.151, -0.149, 0.008, 0.022, -0.150, 0.012, -0.016, 0.108, 0.120, -0.364, 0.079, 0.078, 0.105, 0.101, 0.096, 0.068, 0.083]}